w) 9
Properties=species:S:1:pos:R:3:nbo_charge:R:1 method="wB97M-V/def2-TZVPD" total_charge=-1 orbital_gap_ev="7.222 / 7.222"
C -1.98 -0.43 1.28 0.964
C 0.04 0.68 0.53 -0.052
N -0.77 0.28 -0.49 -0.569
N -0.77 -0.47 0.76 -0.421
O -1.88 -0.49 3.48 -1.064
O -3.12 -0.41 0.95 -0.510
H 1.21 0.35 0.36 0.115
H -0.14 1.52 1.27 0.131
H -1.75 0.39 3.56 0.406



x) 9
Properties=species:S:1:pos:R:3:nbo_charge:R:1 method="wB97M-V/def2-TZVPD" total_charge=-1 orbital_gap_ev="4.834 / 3.309"
C 0.50 -0.10 0.28 -0.557
C 0.31 -0.60 -0.95 -0.122
N -1.59 1.70 2.32 0.179
N 1.41 -1.08 -1.60 -0.171
O 1.21 -1.27 -2.86 -0.571
O -2.78 1.63 2.65 -0.276
H -0.11 0.48 1.07 0.185
H -0.61 -0.56 -1.52 0.159
H 1.66 -0.20 0.61 0.174



y) 9
Properties=species:S:1:pos:R:3:nbo_charge:R:1 method="wB97M-V/def2-TZVPD" smiles="C/N=N/C(=O)[O-]" total_charge=-1 orbital_gap_ev=7.606
C -1.58 -0.07 -0.07 -0.474
N -0.21 0.02 -0.46 -0.223
N 0.51 0.20 0.54 -0.252
C 2.07 0.07 0.01 0.876
O 2.44 -1.08 0.11 -0.733
O 2.45 1.16 -0.37 -0.749
H -2.02 0.88 -0.39 0.193
H -1.78 -0.10 1.07 0.166
H -1.89 -1.07 -0.43 0.195



In order of decreasing stability: y), w), x).